Density functional theory data (ωB97M-V/def2-TZVPD) for 11 unconnected molecules or ions with the total composition C42H103N5O11.

Last column: Löwdin charge in e.
Cartesian coordinates (Å):
1 H 4.525917 2.715003 -4.371306  0.0719
2 H 5.125557 0.327173 -0.738916  0.0914
3 C 5.278217 -1.481527 0.370804  -0.1802
4 C 1.256227 3.013383 2.057924  -0.3303
5 O -5.086623 1.625893 -0.910386  -0.0718
6 O 4.443897 1.719723 3.168504  0.0026
7 H -3.200573 3.044893 -1.817436  0.0793
8 H -7.316813 -0.163197 4.601744  0.0815
9 H 5.606447 -0.004097 -6.997526  0.0923
10 H 0.050717 -3.883807 -1.645986  0.0477
11 H -1.784823 0.795213 -5.283826  0.0815
12 H 6.755027 -0.202627 -0.380396  0.1188
13 H 4.737497 -0.747047 4.465544  0.0867
14 H 5.048987 1.312893 3.792964  0.0718
15 O -3.687923 -3.150947 -0.359736  -0.0824
16 C -6.659963 2.334083 4.948794  -0.0317
17 C 3.150477 1.145293 -3.817206  -0.4651
18 C -7.718683 -0.386687 0.277754  -0.0825
19 H -4.069753 3.316293 5.870434  0.0613
20 C 2.452707 -0.371767 2.807794  -0.0070
21 O -0.723883 -1.591757 -3.199166  -0.1278
22 H -3.487403 0.828193 0.239214  0.0985
23 H -0.674513 3.856943 2.554574  0.0711
24 H 6.126097 -0.620197 -5.505666  0.0780
25 H 2.579887 -1.822447 -3.285216  0.0333
26 H -0.204613 3.925253 0.795864  0.0775
27 H -1.087503 -3.315477 4.356624  0.1012
28 C -5.723543 2.171453 2.637314  -0.1122
29 C -1.643463 0.310813 -4.317666  -0.0650
30 H 3.727457 -2.285027 -6.952006  0.0881
31 N 4.525777 0.792413 2.069024  -0.1103
32 C 3.930897 -0.552447 2.394054  -0.4583
33 H 5.554997 1.055743 -5.531206  0.0709
34 C 3.965777 -1.996647 -5.928216  -0.0172
35 C -3.715403 1.328013 -0.702216  -0.3353
36 H 1.190717 -5.024867 -1.134306  0.0791
37 H -8.289163 -0.199237 -0.631926  0.0805
38 H -2.550423 0.307633 -3.713106  0.0731
39 H -2.353903 3.249963 5.652764  0.0741
40 H -5.505043 0.775163 -1.061276  0.0337
41 H 4.901227 -2.487287 -5.659336  0.0780
42 H -3.751063 -2.005157 -2.579216  0.0639
43 C -0.243023 -3.029627 3.729534  -0.3184
44 H 7.794677 1.553183 2.065304  0.0766
45 H -0.759203 2.460193 1.380004  0.0469
46 C 2.214677 -3.484287 -2.227346  -0.2336
47 H -1.351173 -1.565817 -5.182256  0.1080
48 C -5.963123 1.352723 3.969484  -0.4684
49 H 1.226647 0.455853 -2.973536  0.0554
50 H -7.359913 0.578483 0.635294  0.0557
51 H -5.684053 1.389683 1.878784  0.0863
52 H -2.600493 3.234053 3.356314  0.0907
53 H 6.981377 0.565493 3.142364  0.0615
54 H -4.512923 -3.431377 -3.323306  0.0723
55 H 5.205357 -0.383747 -3.373136  0.0824
56 C -3.242393 2.622343 5.722084  -0.0209
57 H -4.260553 3.612933 1.748054  0.0986
58 H 6.563777 2.580113 0.029324  0.0843
59 H -7.153553 -2.405867 -0.138326  0.1164
60 C 4.698807 -1.268157 3.508954  -0.0188
61 C 4.282507 2.152763 -3.469786  -0.0130
62 H -5.897073 3.080133 5.171254  0.0532
63 H 3.275587 -0.899807 0.287954  0.1087
64 H 0.904877 -4.717827 4.344514  0.0660
65 H -8.471313 -0.753647 0.975584  0.0722
66 H -4.595673 -0.754397 5.366864  0.1035
67 C -4.503573 3.110833 2.684494  -0.1557
68 H 2.640857 1.841273 1.227634  0.0493
69 H -6.204933 -1.604947 1.182584  0.1021
70 C 3.906377 -1.345607 1.057034  -0.1225
71 H 5.932607 -1.930477 1.118014  0.1001
72 O 4.379537 -0.870567 -3.321876  -0.0086
73 H -0.814863 -2.566757 1.959464  0.0174
74 C 2.176867 0.906473 -2.686976  -0.0433
75 O 1.821797 -2.245707 -2.875636  -0.1166
76 H 1.423617 2.641543 3.068774  0.1094
77 N 3.618267 -0.161537 -4.259146  -0.1375
78 O -4.851273 0.107133 5.704544  0.0032
79 H 1.907047 -0.303177 -6.407306  0.1148
80 H -5.086983 -1.799967 -0.763616  0.0413
81 H 5.708107 -1.539587 3.199544  0.0709
82 H 4.219997 -2.232797 3.677184  0.0801
83 C -0.819203 -0.946377 -4.460166  -0.2974
84 H -2.770603 3.160133 -0.095796  0.0486
85 C 1.079147 -3.952017 -1.291326  -0.0511
86 C -3.254093 2.378923 3.184094  -0.1169
87 H -1.381663 0.975633 4.590234  0.0968
88 C 5.672207 2.308843 0.594674  -0.0436
89 H -3.598603 -4.845747 -1.580126  0.1170
90 C -0.209583 3.339763 1.715254  -0.0580
91 C -0.703123 -0.628167 0.354914  -0.7238
92 H 3.442357 -2.330007 1.118194  0.1188
93 N 0.127477 0.233783 -0.190106  0.2198
94 C 2.878477 0.146033 -6.613796  -0.1381
95 C -3.622183 -3.061397 -2.815566  -0.0568
96 H -1.744623 2.200663 -1.073746  0.0572
97 H -6.863473 1.819923 5.888114  0.0802
98 H 3.160057 -0.055447 -7.647346  0.1225
99 H 1.865827 0.301103 2.182554  0.0564
100 H 2.006857 -3.359087 3.866314  0.0397
101 O 1.858907 2.353383 1.008764  -0.1015
102 H 1.949517 1.997933 -7.075956  0.1175
103 H -3.384823 0.532383 -1.369896  0.0760
104 H 5.239717 -2.161947 -0.479876  0.1062
105 H -3.701103 -3.674667 0.444714  0.1191
106 H 3.994277 2.933483 -2.765876  0.0889
107 N -1.418313 -1.279827 -0.549616  0.2048
108 H 1.215347 1.781193 -4.761596  0.1023
109 C 2.692517 1.615493 -6.376116  -0.1882
110 H 2.463367 0.192023 3.740604  0.0866
111 H 0.410307 0.174333 -1.157876  0.0737
112 H 1.823507 3.938283 2.162164  0.1059
113 C -3.437583 1.622313 4.535394  -0.4914
114 H -7.522673 2.862153 4.542614  0.0842
115 H 4.798047 2.548013 -0.010916  0.0725
116 H -6.608073 2.711873 2.300174  0.1179
117 N -4.688453 0.886673 4.588714  -0.1359
118 H -2.483913 -0.114037 3.742944  0.0790
119 H 3.620967 2.114923 -6.653006  0.1093
120 C -6.924893 0.228193 3.662954  -0.0445
121 H 0.141487 -2.005767 -3.162716  0.0287
122 C 5.738337 0.918923 1.264274  -0.4449
123 H -2.182913 -3.832347 -1.586246  0.0817
124 H 0.679287 0.813253 0.426204  0.0662
125 C 7.090117 0.721503 2.069074  -0.0119
126 H -1.100133 -1.269767 -1.508136  0.0560
127 C 5.385347 0.056353 -5.931896  -0.0253
128 H -2.271623 -1.734857 -0.258216  0.0856
129 H -4.723713 4.019863 3.244224  0.1081
130 H 2.695127 0.272263 -1.967756  0.0765
131 H -2.496593 -0.167087 5.378384  0.0801
132 O -0.928193 -0.736477 1.536544  0.0239
133 O -5.762013 -1.117417 -0.772076  -0.0872
134 O -0.467373 -3.357627 2.378254  -0.0926
135 C 1.064567 -3.639617 4.336954  -0.0703
136 C 3.961687 -0.466887 -5.685306  -0.4617
137 H 1.114067 -3.319657 -0.404186  0.0700
138 H -3.096233 2.197243 6.715074  0.0771
139 C -2.394493 0.572843 4.584544  -0.0593
140 C -3.269523 -3.809447 -1.503456  -0.2974
141 H 2.457317 -4.154397 -3.052076  0.1080
142 H 5.624607 3.063463 1.379774  0.0768
143 H 3.283827 -2.444097 -5.205156  0.0698
144 H 1.224007 -3.411547 5.390834  0.0665
145 H 1.920937 1.856033 -2.216946  0.0995
146 H -0.239843 -1.939687 3.740064  0.0861
147 C 5.756157 -0.096377 0.042774  -0.1420
148 H 5.183807 1.619343 -3.167736  0.0693
149 H 1.972207 -1.343357 2.922884  0.0709
150 C -2.785893 2.504543 -0.966456  -0.0683
151 H 2.385597 2.957493 -4.842946  0.1156
152 H -0.912393 0.919803 -3.785906  0.0531
153 H 7.631727 -0.160987 1.728534  0.0733
154 H 3.116637 -3.358107 -1.628476  0.1001
155 H -6.427513 -0.584917 3.134214  0.0702
156 H 0.187257 -0.679547 -4.782566  0.0943
157 H -2.735713 1.757233 2.454104  0.0974
158 H -2.856453 -3.083357 -3.590986  0.0623
159 C 2.287877 1.875503 -4.931496  -0.1119
160 H -7.768963 0.520613 3.038334  0.0798
161 C -6.671003 -1.490387 0.203944  -0.3088

Force components x, y, z for each atom (eV/Å):
H 0.3 -0.2 -0.1
H -0.2 0.0 -0.1
C -0.6 -0.1 1.6
C -0.1 2.0 1.0
O 0.7 0.6 0.2
O 0.5 -1.1 -1.0
H 0.4 0.1 -0.1
H -0.1 -0.2 0.0
H 0.1 0.4 -0.2
H 0.2 0.4 -0.7
H -0.3 -0.1 0.0
H 0.2 0.6 0.2
H -0.1 0.2 -0.1
H 0.3 0.2 0.7
O -1.0 1.1 0.6
C 1.0 0.0 0.2
C -1.1 1.4 -1.0
C -0.8 -0.4 0.6
H -0.1 0.0 -0.4
C 0.7 0.8 0.7
O -0.6 0.2 -0.5
H -0.4 0.4 0.7
H -0.1 0.0 -0.3
H -0.1 0.0 0.4
H 0.2 0.2 -0.1
H 0.0 0.6 0.2
H -0.1 -0.4 0.1
C 0.6 -0.8 0.1
C 1.5 1.0 0.4
H -0.2 0.2 0.1
N -1.8 -0.4 -0.7
C -0.4 0.6 -0.9
H 0.0 0.0 -0.3
C 0.0 -0.1 1.1
C 0.9 -0.9 -0.6
H 0.3 0.1 0.7
H 0.4 -0.3 -0.4
H 0.0 -0.5 -0.2
H 0.2 0.0 -0.6
H -0.2 -0.4 0.1
H 0.3 0.3 -0.2
H -0.1 0.1 -0.1
C 0.9 1.0 0.5
H -0.2 0.2 -0.6
H -0.1 -0.3 0.7
C -1.0 0.4 -0.6
H 0.5 -0.6 -0.2
C -0.5 2.3 0.3
H 0.3 -0.3 -0.4
H 0.3 -0.2 0.0
H 0.9 0.1 -0.4
H 0.6 -0.4 0.3
H -0.6 -0.1 0.1
H -0.3 0.1 0.4
H 0.9 -0.3 0.6
C -0.1 0.4 0.5
H -0.2 -0.6 -0.6
H 0.1 -0.4 -0.2
H -0.2 -0.3 0.5
C 0.0 -0.9 -0.6
C 0.0 -0.4 -0.5
H -0.3 0.3 0.1
H -0.4 0.8 0.3
H 0.4 -0.2 -0.4
H -0.1 0.2 0.3
H -0.1 -0.4 0.4
C -0.4 -0.8 -0.4
H 0.5 0.0 0.5
H 0.1 -0.2 0.1
C 0.6 -0.5 -0.9
H 0.4 -0.2 -0.1
O 0.3 0.8 -0.4
H -0.1 0.6 -0.2
C 0.5 0.4 1.1
O 0.0 -0.6 0.9
H -0.4 -1.2 -0.1
N -2.3 -1.0 -1.8
O -0.3 -0.3 0.9
H 0.1 -0.6 0.0
H 0.6 -0.1 -0.2
H 0.1 0.3 0.0
H -0.2 0.0 0.2
C -1.3 -0.3 0.1
H -0.2 0.3 0.0
C 0.4 0.1 -0.6
C -0.5 1.2 0.8
H 0.1 0.0 0.1
C 0.5 1.0 1.0
H -0.3 0.0 0.3
C 1.1 -0.4 -0.5
C -1.5 -0.2 -1.1
H 0.1 -0.2 0.8
N 2.4 1.7 -0.3
C 0.4 -0.1 0.6
C -0.7 0.2 0.3
H -0.1 -0.2 -0.4
H -0.3 0.1 0.0
H 0.0 -0.1 0.0
H 0.2 -0.6 -0.5
H -0.3 -0.1 -0.5
O -0.2 -1.3 -1.6
H -0.2 0.1 0.1
H -0.2 -0.1 -0.6
H 0.0 0.2 -0.1
H 0.2 -0.4 -0.2
H -0.1 -0.4 0.4
N -0.8 -1.3 -0.9
H -0.1 -0.8 -0.2
C 0.2 -0.2 -0.2
H -0.2 -0.4 0.5
H -0.2 0.0 0.3
H -0.3 0.8 0.0
C -0.1 1.0 0.6
H -0.2 -0.3 0.0
H -0.2 -0.8 -0.1
H -0.3 0.1 0.7
N -1.1 0.9 -3.4
H 0.1 0.4 -0.6
H 0.2 0.3 0.3
C 0.2 -0.8 0.3
H 0.8 -0.3 0.2
C 1.2 0.0 -1.0
H 0.3 -0.2 0.7
H 0.3 0.1 -0.2
C -0.2 0.0 0.3
H -0.6 -0.1 -0.2
C 0.0 -0.2 -0.7
H 0.3 -0.2 -0.1
H -0.1 -0.3 0.9
H -0.3 0.0 0.4
H 0.1 0.6 0.8
O 0.0 0.0 2.8
O 1.1 0.2 -0.7
O 0.3 -1.4 0.0
C -1.0 -0.2 -0.1
C 0.6 -0.1 0.5
H 0.0 -0.5 0.3
H -0.3 -0.8 -0.1
C 1.4 -1.7 -0.1
C 1.4 -0.8 -2.5
H -0.1 -0.5 0.2
H 0.1 0.1 0.2
H -0.5 -0.1 -0.4
H -0.5 0.4 0.1
H 0.1 0.1 0.2
H 0.3 0.2 0.5
C -0.3 0.2 0.3
H 0.1 0.3 0.4
H -0.1 0.2 0.0
C -0.8 0.2 0.9
H 0.3 0.1 0.7
H -0.4 0.8 0.3
H 0.0 0.0 -0.2
H 0.1 0.2 0.0
H 0.1 -0.1 0.0
H 0.0 -0.1 -0.4
H -0.5 -0.2 -0.2
H 0.4 -0.3 0.5
C 0.4 0.5 -0.3
H 0.1 0.4 0.1
C -1.4 1.0 -0.3

HOMO level = -7.496 eV
Charge = 0
ΔE to the lowest compared entry with this formula, charge and spin = 65.3 kcal per mole
SMILES = CC1(C)CCCC(C)(C)N1O.CC1(C)CCCC(C)(C)N1O.CC1(C)CCCC(C)(C)N1O.NC(N)=O.CCO.CCO.CCO.CCO.CCO.CCO.CCO
HOMO-LUMO gap = 7.84 eV